Record 1
Here is a single C3H5ClFN3 molecule from the Open Molecules 2025 dataset. Energies are from wB97M-V/def2-TZVPD.

The geometry in XYZ format:
```
13
Properties=species:S:1:pos:R:3:forces:R:3:mulliken_spin:R:1
H -1.473 -0.635 -1.681 0.238 -1.194 -3.107 0.0080
F -3.578 0.664 0.004 -2.165 -0.891 0.751 0.0839
N -2.342 0.907 -0.555 4.636 0.621 1.312 0.2193
H -1.844 2.591 0.822 -1.216 1.186 0.318 0.0311
Cl -1.808 -1.777 0.348 -0.066 0.727 -0.477 0.0779
C -1.552 1.709 0.353 -8.071 0.061 -3.670 0.6157
C -1.298 -0.407 -0.714 -1.915 2.969 3.662 0.0479
C 0.981 -0.577 0.168 -2.509 -2.237 0.783 -0.0089
N -0.349 1.344 0.513 8.595 -4.361 0.193 0.6190
H 1.409 -0.907 -0.677 1.977 -1.724 -2.895 0.0051
H 0.774 -1.478 0.848 -0.356 1.603 -0.889 0.0172
N -0.095 0.242 -0.308 -1.901 0.797 1.950 0.2695
H 1.603 0.064 0.602 2.752 2.443 2.067 0.0143
```
Positions in Å, forces in eV/Å.

Results
spin multiplicity	3
E_LUMO (alpha / beta)	0.769 / -2.508	eV
E_HOMO (alpha / beta)	-5.50 / -10.16	eV

***

Record 2
Here is 7 unconnected molecules or ions with the total composition C36H65BrCl12F12INOS from the Open Molecules 2025 dataset. Energies are from wB97M-V/def2-TZVPD.

The geometry in XYZ format:
```
130
Properties=species:S:1:pos:R:3:forces:R:3:mulliken_charge:R:1
C 7.109 -9.453 -3.230 0.011 0.019 -0.033 -0.4378
F -6.972 2.447 0.988 -0.125 0.083 -0.082 -0.3443
H 2.635 0.019 -4.468 0.202 -0.043 0.148 0.2374
H -1.118 1.335 7.388 0.008 -0.003 -0.040 0.3473
C 1.212 -2.234 -3.400 0.081 -0.008 -0.073 -1.2906
C -5.306 2.764 -1.961 -0.199 -0.204 0.177 0.5555
H 2.738 2.128 -1.627 -0.086 -0.054 -0.047 0.3070
I 0.863 4.039 -2.631 0.039 0.145 0.272 0.1756
H -3.682 3.595 -2.931 0.002 0.026 -0.006 1.1810
H -1.441 -0.725 -1.351 0.005 0.068 -0.100 -0.1902
H 4.610 1.285 0.044 0.027 -0.022 -0.138 0.4744
C -2.787 1.995 -1.730 -0.100 0.209 -0.057 -1.2478
H 8.417 -8.309 -1.959 -0.002 0.010 0.005 0.3072
C 0.631 1.002 -2.922 0.121 -0.061 -0.150 0.7774
H -0.871 -0.557 -3.169 -0.206 -0.059 0.017 -0.0885
H 0.162 -1.615 -5.136 -0.017 -0.097 0.048 0.4837
H -3.773 2.581 -4.603 -0.010 0.008 0.052 0.5731
H 8.175 1.712 -2.652 0.016 0.006 0.022 0.4157
H -7.877 2.464 3.485 -0.045 0.017 0.047 -0.2749
C -0.252 -1.843 3.004 -0.006 0.054 0.026 -1.4796
H 0.402 1.008 12.647 -0.007 0.011 -0.013 0.3071
C 5.851 -3.826 -3.617 0.024 0.024 0.046 -0.6008
H -1.097 2.561 1.238 -0.030 -0.048 -0.054 0.1691
H -2.639 -0.552 8.107 -0.012 0.027 -0.014 0.3039
H 6.992 -9.697 -4.282 -0.002 0.008 -0.010 0.3088
H -1.772 -0.805 1.903 -0.147 0.072 0.040 0.0136
F -5.481 0.409 -1.623 -0.147 0.169 0.055 -0.2213
H 0.288 1.239 2.051 0.189 -0.057 0.013 0.5418
F 0.559 3.607 1.107 -0.088 0.006 0.043 -0.4786
F -6.570 0.231 0.811 -0.009 0.159 0.078 -0.3620
H 6.428 2.019 -2.588 -0.018 -0.006 0.027 0.2878
H -4.297 0.374 -4.817 -0.014 0.005 0.011 0.2687
Cl 5.657 -8.552 -2.723 -0.072 -0.093 0.043 -0.1630
H -0.921 -2.694 2.877 -0.039 -0.007 0.033 0.3716
F 3.923 -0.149 -2.095 -0.081 0.026 -0.200 -0.2503
H -0.804 2.310 -4.434 0.037 0.056 0.005 1.1995
H -0.024 -1.771 4.066 0.063 0.028 0.031 0.2481
H -1.790 3.648 -3.951 0.039 0.022 -0.021 0.5352
C -0.107 -0.061 -3.750 0.261 0.065 -0.091 -0.3534
C -5.936 1.577 -1.151 -0.082 0.083 0.127 0.5207
C -0.601 0.569 0.191 0.119 -0.069 -0.081 1.1503
S -5.694 1.552 0.749 0.248 -0.245 -0.406 1.4204
Cl 8.454 -7.219 -4.042 0.012 0.011 -0.002 -0.1731
C 1.989 -0.562 -5.119 -0.158 0.170 -0.258 -1.5890
H 6.782 0.050 -3.959 0.018 0.013 -0.011 0.3420
H 0.343 -2.708 -2.940 -0.019 0.021 0.081 0.3255
H -1.624 0.803 0.452 -0.435 0.162 -0.119 -0.2607
C 3.546 -0.381 -0.770 -0.097 -0.141 0.150 0.0097
F -7.258 1.638 -1.356 0.250 -0.213 0.049 -0.2745
C -0.528 3.051 0.447 0.240 0.052 0.002 0.5331
C -3.826 3.113 -1.968 0.008 0.093 0.184 -1.9491
C -1.711 2.555 -3.896 -0.139 -0.044 -0.067 -2.2079
F -2.473 2.279 -6.060 -0.065 -0.012 0.014 -0.4731
C -2.872 1.989 -4.741 0.124 0.012 -0.069 0.4751
Cl 4.862 -2.515 -4.323 0.036 -0.030 -0.019 -0.1027
C 8.365 -8.657 -2.987 0.022 -0.017 0.023 -0.5078
C 7.220 1.328 -2.305 -0.008 0.005 -0.023 -0.4815
C 3.592 0.907 -0.003 -0.116 0.087 0.136 -0.9036
O 1.398 1.667 -0.090 -0.219 -0.524 -0.488 0.1251
H 6.751 -3.915 -4.222 -0.011 0.000 -0.023 0.3317
H -2.556 2.014 -0.682 0.132 -0.077 0.360 0.2524
C 0.059 0.296 1.557 -0.363 -0.082 0.247 -0.7162
H 4.236 -1.115 -0.351 0.036 0.013 -0.024 0.4389
H 1.777 -3.009 -3.920 0.005 -0.019 0.011 0.6181
C -0.211 2.000 -2.051 -0.462 0.106 0.101 -2.7770
H -1.382 -1.703 7.618 0.002 -0.008 -0.009 0.3350
C -1.359 4.222 -0.068 -0.045 0.050 -0.011 -1.5086
H -3.242 1.023 -1.920 0.042 -0.107 -0.112 0.5594
C 6.924 -0.029 -2.883 -0.054 -0.038 -0.021 0.5035
H -2.939 0.040 -3.741 0.034 -0.005 0.155 0.0870
H 2.545 -0.817 -0.784 -0.042 0.012 -0.039 -0.1773
H -0.482 0.371 8.732 0.012 -0.012 0.018 -0.2539
H -8.392 4.868 4.038 -0.007 0.009 0.016 0.3677
H -2.277 4.307 0.515 -0.048 -0.038 -0.008 0.2880
H -0.834 -1.554 0.054 0.020 -0.012 0.022 0.8580
C -0.876 -0.543 2.467 0.378 -0.187 -0.349 -0.0643
F -5.483 1.486 2.306 -0.045 -0.052 -0.033 -0.3268
H 3.273 0.701 1.021 0.044 0.062 0.047 0.2427
H 1.000 -0.231 1.409 0.068 0.038 -0.028 -0.1794
H -2.716 -0.008 -5.481 0.074 -0.025 0.038 0.5408
N -1.561 2.151 -2.502 0.320 -0.537 -0.132 1.5610
Cl 1.480 0.266 10.692 -0.020 -0.011 -0.008 -0.1673
H 2.573 -1.358 -5.578 0.068 -0.031 0.030 0.4774
H -0.591 0.417 -4.595 -0.152 0.082 0.032 0.2677
H -1.608 4.191 -1.119 0.081 -0.038 -0.143 0.3135
C 0.637 0.026 12.245 0.043 0.023 0.031 -0.4349
C -0.753 0.353 7.680 0.015 0.049 0.015 0.1179
H 0.305 -0.924 -1.120 0.023 -0.019 -0.008 -0.5650
C -1.791 -0.711 7.445 0.025 -0.024 0.011 -0.5000
F -6.017 3.854 -1.563 0.101 0.055 -0.197 -0.3455
C 5.114 -5.137 -3.601 -0.014 -0.023 -0.001 -0.0126
H 5.778 -5.928 -3.265 0.050 0.020 -0.022 -0.1059
H 1.219 1.581 -3.628 0.067 -0.030 0.036 1.3374
C -3.226 0.513 -4.671 -0.015 0.000 -0.176 -1.2960
C 0.794 -1.141 -4.376 -0.050 -0.065 0.042 0.0927
H 9.237 -9.269 -3.205 0.004 0.009 -0.027 0.3598
H -9.090 4.308 2.506 -0.009 -0.002 -0.005 0.2114
H -1.185 0.076 3.300 -0.201 0.089 0.149 0.5353
C -0.602 -0.818 12.099 -0.012 -0.040 0.024 -0.4821
H 6.132 -3.514 -2.615 0.002 0.012 0.003 0.3229
F -4.382 0.678 0.562 0.168 -0.083 0.109 -0.3243
C -9.116 4.194 3.588 0.017 0.024 -0.028 -0.3893
Cl -1.889 0.024 11.189 -0.001 -0.010 0.012 -0.1865
H 1.336 -0.475 12.911 0.002 -0.008 -0.001 0.3101
C 2.656 1.976 -0.556 0.141 0.451 0.180 -0.1045
Cl 7.275 1.295 -0.520 0.065 0.001 0.008 -0.2029
H -0.788 5.132 0.101 0.072 0.010 -0.057 0.5065
H -9.608 2.097 3.602 -0.020 0.002 0.013 0.3613
H 1.659 0.099 -5.926 -0.013 0.040 0.038 0.3574
C 0.021 1.855 -0.480 0.006 0.258 0.170 1.9962
Cl -8.643 2.524 5.703 -0.003 0.003 -0.003 -0.1966
H 4.725 -5.388 -4.584 -0.013 0.005 -0.002 0.3413
C -8.819 2.761 3.945 0.081 -0.065 -0.044 0.0951
Br 3.368 3.696 0.181 0.013 -0.005 -0.101 -0.1601
H 6.027 -0.458 -2.448 0.099 0.005 -0.034 -0.6139
H -1.008 -1.041 13.083 -0.010 0.011 0.002 0.3651
H 1.871 -1.857 -2.615 -0.003 0.042 0.038 -0.1123
Cl 8.264 -1.185 -2.620 0.012 -0.013 -0.002 -0.2136
C -0.637 -0.717 -0.619 -0.040 -0.075 0.106 -0.9901
Cl 0.744 0.037 6.761 0.009 0.010 -0.016 -0.2000
H -3.696 3.896 -1.232 -0.014 0.047 0.118 0.5047
Cl -10.736 4.704 4.131 0.001 0.001 0.000 -0.1950
H 1.364 0.515 -2.281 -0.041 0.018 0.121 -0.6264
F -4.790 2.863 0.706 0.018 0.140 0.067 -0.3392
Cl -2.404 -0.673 5.768 -0.087 -0.030 0.009 -0.1572
F -5.709 2.460 -3.232 0.023 0.100 -0.011 -0.3405
Cl 3.730 -5.118 -2.469 -0.005 0.014 -0.005 -0.1916
H 0.675 -2.081 2.482 0.033 -0.034 -0.034 0.3948
H -0.388 -1.748 11.580 -0.004 0.005 -0.024 0.3003
H 7.139 -10.374 -2.650 -0.004 0.014 0.028 0.3176
```
Positions in Å, forces in eV/Å.

Results
E_LUMO	0.075	eV
E_HOMO	-8.59	eV

***

Record 3
Here is a molecular structure, C5H10N2 from the Open Molecules 2025 dataset. Energies are from wB97M-V/def2-TZVPD.

The geometry in XYZ format:
```
17
Properties=species:S:1:pos:R:3:forces:R:3:nbo_charge:R:1
C 2.203 0.292 0.792 0.306 0.129 -0.088 -0.2931
N 0.937 0.457 1.560 -0.144 -0.196 -0.204 -0.3338
H -1.529 -0.100 0.986 -0.041 -0.018 -0.158 0.2241
H 1.154 -0.970 -1.513 -0.079 0.047 0.076 0.2310
C 0.314 -0.431 -1.092 -0.073 0.301 -0.288 -0.0583
N -0.128 0.760 -1.397 0.202 -0.218 0.167 -0.3315
H -2.848 0.415 -0.078 0.106 -0.097 0.030 0.2189
H 3.094 0.120 1.392 -0.131 0.007 -0.079 0.1920
C -1.142 -0.317 -1.155 -0.256 -0.102 0.008 -0.1056
H -2.527 -1.309 0.150 0.087 0.138 -0.009 0.2150
H -1.654 -0.600 -2.078 0.058 0.011 0.129 0.1819
H -0.069 1.697 -0.048 0.020 -0.068 -0.034 0.0648
H 2.342 0.927 -0.088 -0.062 -0.091 0.147 0.1901
H 0.138 1.592 0.742 0.022 -0.063 -0.026 0.0686
H 0.719 -1.612 0.974 0.029 0.126 -0.094 0.2376
C 1.048 -0.595 0.800 -0.081 0.070 0.378 -0.0645
C -2.051 -0.326 0.053 0.038 0.023 0.046 -0.6374
```
Positions in Å, forces in eV/Å.

Results
E_LUMO	-0.130	eV
E_HOMO	-9.67	eV

***

Record 4
Here is 2 unconnected molecules or ions with the total composition C3H4BrF from the Open Molecules 2025 dataset. Energies are from wB97M-V/def2-TZVPD.

The geometry in XYZ format:
```
9
Properties=species:S:1:pos:R:3:forces:R:3:nbo_charge:R:1
C 1.019 0.732 -1.143 -2.492 -4.068 -1.257 -0.5696
F 0.745 1.403 1.001 -0.068 -0.118 0.582 -0.3507
H -1.464 -0.186 1.494 0.463 -0.150 1.128 0.2134
H 0.783 0.052 -1.975 0.278 0.536 0.489 0.2249
C -1.054 -0.834 0.748 0.687 4.179 -3.773 -0.5349
Br -0.298 -2.451 1.149 0.086 -0.794 0.300 0.1283
C 0.496 0.532 0.024 -3.426 -1.897 2.292 0.4466
H -1.861 -0.752 -0.076 1.778 -0.872 0.937 0.2287
H 1.634 1.505 -1.222 2.695 3.185 -0.698 0.2133
```
Positions in Å, forces in eV/Å.

Results
E_LUMO	0.518	eV
E_HOMO	-9.62	eV

***

Summary of relative energy (zero: lowest compared OMol25 entry of this formula, charge and spin) in kcal per mole
18.78, 0.00, 154.86, 72.61
(order as listed above)